No. 1
This record from the OMol25 dataset describes one molecule with the formula C6H13N at a distorted geometry. The level of theory is ωB97M-V/def2-TZVPD.

The geometry in XYZ format:
```
20
Properties=species:S:1:pos:R:3:forces:R:3
C 0.27154 -3.12288 -0.78888 0.377 -0.320 -0.574
C 1.23149 -2.22394 -0.60201 -0.297 -0.045 0.270
C 1.04868 -0.75522 -0.83387 -0.567 0.569 -0.189
C 0.28670 -0.01166 0.31204 0.278 0.156 -0.783
C -0.94119 0.78630 -0.16037 -0.045 0.461 0.431
C -0.89838 2.27043 0.19490 0.294 0.701 0.695
N -0.72352 2.60286 1.61638 -0.293 -0.428 0.389
H 0.47930 -4.18133 -0.68700 -0.032 0.028 0.370
H -0.70019 -2.89896 -1.20822 -0.058 0.293 0.000
H 2.15660 -2.57222 -0.16229 0.236 0.040 -0.102
H 1.96551 -0.20367 -1.03349 0.412 -0.383 0.244
H 0.51305 -0.60656 -1.77638 -0.299 -0.226 0.125
H 1.00330 0.69020 0.73508 0.001 -0.017 0.358
H -0.01492 -0.71423 1.08296 0.147 -0.069 0.081
H -1.06970 0.75092 -1.23969 -0.116 -0.373 -0.127
H -1.82985 0.38536 0.33671 -0.106 -0.099 -0.331
H -0.09448 2.81794 -0.30392 0.066 -0.306 -0.320
H -1.81972 2.77873 -0.10154 -0.030 -0.229 -0.196
H -1.41829 2.10523 2.16946 -0.100 0.183 -0.069
H 0.15680 2.26697 1.99149 0.132 0.063 -0.269
```
Positions in Å, forces in eV/Å.

Computed properties:
structure (SMILES)	C=CCCCCN
electronic energy	-7921.8354	eV
net charge	0
maximum force	1.0	eV/A

=====

No. 2
This record from the OMol25 dataset describes one molecule with the formula C6H13N. The level of theory is ωB97M-V/def2-TZVPD.

The geometry in XYZ format:
```
20
Properties=species:S:1:pos:R:3:forces:R:3
C 0.66742 -0.37125 -1.81763 -0.028 -0.114 -0.075
C 1.52404 0.14559 0.48932 -0.103 0.253 0.206
N 0.40770 0.35252 -0.56819 -0.006 -0.040 -0.164
C -0.28122 1.62260 -0.83018 0.044 0.129 0.063
C 0.14173 -0.35865 0.73129 -0.137 -0.171 0.014
C -0.84245 0.33099 1.66875 0.043 0.091 0.048
C -0.17010 -1.84529 0.65041 0.047 -0.025 -0.039
H -0.23816 -0.44526 -2.43153 0.065 0.002 0.107
H 1.44243 0.18100 -2.35637 -0.145 -0.047 0.031
H 1.06164 -1.35809 -1.59938 -0.052 0.133 -0.015
H 1.62541 1.12643 0.98467 -0.023 -0.146 -0.073
H -1.35741 1.46005 -0.96299 0.156 0.018 -0.003
H -0.11444 2.32074 -0.01192 -0.019 -0.098 -0.110
H 0.12551 2.05748 -1.74744 -0.014 -0.056 0.147
H -0.71961 -0.12156 2.65894 -0.027 0.035 -0.149
H -0.64156 1.39806 1.78631 -0.025 -0.166 -0.024
H -1.89174 0.19346 1.37404 0.160 -0.009 0.005
H 0.50757 -2.38448 -0.01190 -0.066 0.090 0.121
H -1.20827 -2.03152 0.34351 0.149 0.030 0.025
H -0.03850 -2.27280 1.65030 -0.018 0.090 -0.115
```
Positions in Å, forces in eV/Å.

Computed properties:
electronic energy	-7919.5762	eV
net charge	0
maximum force	0.3	eV/A

=====

No. 3
This record from the OMol25 dataset describes a 2-piece molecular cluster, C6H13N overall. The level of theory is ωB97M-V/def2-TZVPD.

The geometry in XYZ format:
```
20
Properties=species:S:1:pos:R:3:forces:R:3
C 1.48518 -1.22434 0.75826 -0.226 -0.123 0.220
C 0.40373 -0.52450 0.45654 -0.081 -0.474 0.535
C -0.75525 0.25963 0.85934 -0.153 0.058 0.334
C -1.16121 1.70192 0.63654 0.055 -0.006 -0.014
N -0.73004 -0.63968 -0.31644 0.119 -0.196 0.122
C -1.33668 -1.95567 -0.29287 -0.193 -0.242 -0.032
H 2.12305 -0.92820 1.58001 0.015 -0.035 -0.068
H 1.77523 -2.06311 0.13137 0.026 0.104 0.124
H -1.14577 -0.16344 1.78628 -0.309 -0.014 -0.056
H -2.23044 1.79683 0.86116 0.181 -0.002 -0.040
H -0.62149 2.38600 1.29901 -0.029 -0.130 -0.057
H -1.00863 2.01903 -0.39715 0.082 -0.143 0.165
H -0.93085 -2.53031 -1.13067 -0.140 0.021 0.110
H -1.08066 -2.48075 0.63991 -0.161 0.009 -0.106
H -2.41903 -1.87765 -0.40244 0.053 -0.035 -0.040
C 1.51612 1.25533 -1.30076 0.312 0.156 -0.215
H 1.68586 0.40520 -0.64386 -0.049 0.715 -0.567
H 0.66382 1.06807 -1.96137 0.267 0.012 0.117
H 2.43717 1.34509 -1.86412 0.076 0.433 -0.353
H 1.32988 2.15059 -0.69870 0.157 -0.106 -0.180
```
Positions in Å, forces in eV/Å.

Computed properties:
structure (SMILES)	C=C1[C@@H](C)N1C.C
electronic energy	-7920.0885	eV
net charge	0
maximum force	0.9	eV/A

=====

No. 4
This record from the OMol25 dataset describes one molecule with the formula C6H13N at a distorted geometry. The level of theory is ωB97M-V/def2-TZVPD.

The geometry in XYZ format:
```
20
Properties=species:S:1:pos:R:3:forces:R:3
C 1.70411 -0.66419 -2.24962 -0.126 -0.118 -0.024
C 1.21233 -0.77441 -1.00845 -0.826 1.216 -0.290
C 1.81119 -1.75509 -0.03381 -0.229 0.098 0.258
N 0.09133 0.04763 -0.58125 1.186 -2.081 -0.855
C -0.00695 0.51927 0.76961 -1.099 1.610 -0.172
C -1.23694 1.52936 0.87104 1.076 -0.970 0.475
C -2.56956 0.81552 1.00968 -0.236 -0.009 -0.014
H 2.50427 -1.30726 -2.60543 -0.191 0.053 0.165
H 1.29158 0.03479 -2.96892 0.014 0.049 0.090
H 2.21617 -1.24097 0.84386 -0.136 -0.076 0.006
H 1.05217 -2.47073 0.29913 0.048 0.121 0.099
H 2.63424 -2.32923 -0.47526 -0.271 0.302 -0.108
H -0.38736 0.56494 -1.31363 0.485 -0.108 0.398
H -0.14885 -0.29953 1.48344 -0.014 0.060 -0.073
H 0.89995 1.07046 1.03903 0.060 0.000 0.232
H -1.06836 2.14767 1.75928 -0.021 0.007 -0.144
H -1.25383 2.20053 0.00599 0.203 -0.091 0.044
H -3.38193 1.54332 1.11366 0.058 -0.147 -0.049
H -2.78304 0.18783 0.13982 0.012 0.032 0.098
H -2.58051 0.18008 1.90184 0.006 0.054 -0.138
```
Positions in Å, forces in eV/Å.

Computed properties:
structure (SMILES)	C=C(C)NCCC
electronic energy	-7922.2273	eV
net charge	0
maximum force	2.5	eV/A

=====

No. 5
This record from the OMol25 dataset describes one molecule with the formula C6H13N. The level of theory is ωB97M-V/def2-TZVPD.

The geometry in XYZ format:
```
20
Properties=species:S:1:pos:R:3:forces:R:3
C 2.85845 -0.26834 0.11837 0.059 0.044 -0.015
C 1.42112 -0.64498 -0.22724 -0.021 -0.035 0.060
C 0.58022 0.40721 -0.96018 0.118 0.027 -0.009
N -0.80530 -0.00167 -0.78976 0.114 -0.053 -0.023
C -1.90050 0.94315 -0.86464 -0.157 0.156 -0.123
C -1.42819 0.41928 0.44512 0.007 -0.034 0.229
C -2.11232 -0.64732 1.25830 -0.068 -0.033 0.006
H 2.90047 0.70551 0.62055 0.001 -0.116 -0.090
H 3.51537 -0.22914 -0.75650 -0.123 0.046 0.061
H 3.27441 -1.00872 0.81163 -0.006 0.125 -0.161
H 1.38942 -1.57322 -0.81013 0.030 0.119 0.111
H 0.89930 -0.86355 0.71235 0.030 0.024 -0.112
H 0.81759 0.44412 -2.03103 -0.009 -0.032 0.162
H 0.77291 1.41706 -0.54733 -0.068 -0.156 -0.019
H -2.81351 0.55184 -1.31251 0.166 0.082 0.074
H -1.69370 1.99040 -1.09163 0.058 -0.171 0.039
H -0.85935 1.14878 1.03196 -0.054 -0.143 -0.106
H -2.85112 -0.23166 1.95104 0.069 -0.026 -0.103
H -2.60190 -1.36620 0.59545 0.008 0.112 0.087
H -1.36338 -1.19255 1.84620 -0.153 0.065 -0.068
```
Positions in Å, forces in eV/Å.

Computed properties:
structure (SMILES)	CCCN1C[C@H]1C
electronic energy	-7921.8428	eV
net charge	0
maximum force	0.3	eV/A

=====

No. 6
This record from the OMol25 dataset describes a 2-piece molecular cluster, C6H13N overall. The level of theory is ωB97M-V/def2-TZVPD.

The geometry in XYZ format:
```
20
Properties=species:S:1:pos:R:3:forces:R:3
C 2.67066 -0.30021 1.00809 -0.007 -0.005 -0.006
C 0.22948 -0.87114 -1.41496 -0.135 -0.174 -0.281
C 0.48487 0.60233 -1.63189 0.096 0.305 0.012
N -0.66314 0.19921 -0.84388 -0.011 0.073 0.061
C -2.02829 0.66179 -0.76885 -0.190 -0.007 -0.108
C -1.18026 0.50403 0.46698 0.085 0.040 0.175
C -1.36528 -0.66616 1.39237 -0.014 -0.024 0.004
H 2.34153 0.68991 1.34261 0.049 -0.152 -0.039
H 3.61730 -0.19662 0.46975 -0.128 -0.002 0.091
H 2.82593 -0.93858 1.88239 -0.023 0.092 -0.118
H -0.31014 -1.26904 -2.28627 0.043 0.081 0.092
H 1.92399 -0.75232 0.34123 0.150 0.085 0.153
H 0.19789 1.14644 -2.53652 0.062 -0.148 0.111
H 1.27629 1.09435 -1.06063 -0.109 -0.123 -0.086
H -2.78916 -0.08648 -0.97571 0.120 0.087 0.045
H -2.22352 1.66012 -1.15259 0.044 -0.155 0.057
H -0.78703 1.42165 0.90234 -0.073 -0.129 -0.072
H -2.07198 -0.41843 2.19072 0.106 -0.020 -0.107
H -1.74225 -1.53043 0.83767 0.062 0.122 0.071
H -0.40690 -0.95040 1.83718 -0.126 0.054 -0.057
```
Positions in Å, forces in eV/Å.

Computed properties:
electronic energy	-7918.2477	eV
net charge	0
maximum force	0.4	eV/A

=====

In eV, the highest occupied orbital energy values for the records above are, in order, -9.30, -7.06, -8.65, -7.82, -9.05, -7.20.